The following is a quantum chemistry calculation of a structure of composition C41H20Cl2N9NaO, from the OMol25 dataset.

The geometry in XYZ format:
```
74
Properties=species:S:1:pos:R:3:mulliken_charge:R:1
C 3.91864 3.49998 0.13035 -0.13
C 0.14624 3.66629 -3.58004 -0.19
C -0.81096 -3.66461 -1.43612 -0.16
C 1.24547 -2.49574 2.55942 1.03
C 0.67571 1.56971 -2.11544 -0.69
H 3.52563 4.16167 -0.63092 0.54
H -3.11981 4.81237 2.40538 0.36
C -2.50004 -3.57103 -4.60773 -0.20
H 0.84559 4.33481 -3.09163 0.48
C -0.73430 0.20500 -3.07454 -0.54
C 1.17236 -2.62590 4.98322 -0.26
C -2.19521 0.22499 2.40675 -0.35
H -0.63681 3.06530 -0.61790 0.19
H -0.25582 -1.51472 3.85933 -0.04
H -2.79120 -6.93873 -4.20915 0.36
H -1.57184 -6.42961 -2.09894 0.48
C -1.54667 3.20671 -5.25436 -0.56
C -1.82211 -3.28481 -3.42284 0.63
C -1.24564 2.97042 0.27270 0.05
C 0.03149 -3.65217 0.66186 1.02
C 4.98401 3.86531 0.94644 -0.55
Na -0.20158 -0.62515 0.04812 0.99
C -2.10809 1.60422 1.90370 -0.06
Cl -3.17667 -1.50250 4.26141 -0.27
H -4.22794 0.96705 5.08058 0.42
N 0.28093 -3.06597 1.65958 -0.18
C -1.83253 -5.64383 -2.79765 -0.24
N 0.20764 0.33581 -2.07843 -0.35
C 0.02801 2.34412 -3.15461 0.75
H 2.52664 -4.04536 5.94865 0.33
H -1.73787 5.07069 0.35265 0.43
C -2.99104 0.09284 3.56926 0.41
C 2.28565 -3.56404 5.00736 -0.36
Cl -4.37603 3.73647 4.51616 -0.33
C -3.63880 1.15584 4.19270 -0.66
C -2.50998 -5.91912 -3.97211 -0.57
C -1.29312 -2.06811 -2.84474 -0.62
C -2.77301 2.68603 2.53537 0.41
N 3.32292 -0.83301 1.99617 -0.73
C -2.62564 3.96332 1.95127 -0.87
C -1.86743 4.10562 0.82572 -1.05
H 3.84471 -4.52989 3.91532 0.37
N -1.36166 -0.90485 -3.44740 -0.57
N 2.07534 0.28262 0.24221 -0.32
H -2.15765 3.56669 -6.07521 0.35
C -0.87269 1.45933 -3.77527 0.21
H 5.44111 4.84129 0.82807 0.38
C -3.53844 2.42628 3.69551 0.68
C -1.66690 1.89515 -4.83834 -0.03
H 5.28054 1.04214 2.84679 0.54
N -0.35763 -4.34167 -0.30993 -0.82
C -0.64683 4.09202 -4.62918 -0.63
C 3.85371 1.38763 1.28481 0.05
C -2.84035 -4.88539 -4.86735 -0.50
H 6.30829 3.30630 2.54114 0.36
H -3.37298 -5.12922 -5.78015 0.36
C -1.49134 -4.32142 -2.53268 -0.06
H -0.58008 5.11649 -4.97801 0.37
C 5.47706 2.99408 1.91919 -0.61
C 3.01479 0.16097 1.19614 0.02
C 3.36544 2.24749 0.32390 0.06
C 4.91468 1.73437 2.09938 0.06
C 2.60784 -3.12555 2.72401 -1.00
C 2.25249 1.52943 -0.35024 0.03
H -2.36207 1.21496 -5.31550 0.51
C 3.01516 -3.83360 3.90321 -0.80
H -2.74941 -2.77519 -5.29847 0.51
N -1.35880 1.77153 0.78915 0.10
O -1.60738 -0.72143 1.83392 -0.58
N 1.66744 2.11637 -1.33882 -0.38
C 0.64417 -2.11761 3.85324 -0.55
C 2.58256 -1.94860 2.13680 0.87
H 0.71131 -2.37567 5.93238 0.41
N -0.69924 -2.37523 -1.61565 -0.34
```

Total charge: -2
Spin multiplicity: 1
Orbital gap (alpha / beta): 4.99 / 4.96 eV
Energy: -87763.6053 eV
E_HOMO (alpha / beta): -1.0 / -1.0 eV